# HNO4

A molecular structure, HNO4 at a distorted geometry (the ωB97M-V functional and the def2-TZVPD basis, the OMol25 dataset).

Output
Energy above the lowest of the compared OMol25 structures with the same formula, charge and spin: 47.6 kJ/mol
LUMO (alpha / beta): -0.096 / -0.096 eV
HOMO level (alpha / beta): -10.075 / -10.080 eV
Gap between HOMO and LUMO (alpha / beta): 9.98 / 9.98 eV

CARTESIAN COORDINATES (ANGSTROEM)
N -1.0675 -0.1502 -0.1718
O -0.8606 -1.2657 -0.0982
O -1.9050 0.5787 -0.3504
O 1.4160 0.0284 0.5471
O 0.4169 0.8347 0.2480
H 2.0002 -0.0259 -0.1747


# C4H6O2

A single C4H6O2 molecule (the ωB97M-V functional and the def2-TZVPD basis, the OMol25 dataset).

Output
Energy above the lowest of the compared OMol25 structures with the same formula, charge and spin: 178.7 kJ/mol
LUMO: 1.060 eV
HOMO level: -10.521 eV
Gap between HOMO and LUMO: 11.58 eV
SMILES: O=COC1CC1

CARTESIAN COORDINATES (ANGSTROEM)
O 2.1261 -1.1522 1.2703
C 1.7357 -0.0567 0.9969
O 0.4627 0.3308 1.2238
C -0.2003 0.6528 0.0174
C -0.3950 -0.3674 -1.0813
C -1.4869 -0.0694 -0.0871
H 2.3125 0.7664 0.5313
H -0.0329 1.6643 -0.3396
H 0.1139 -1.3312 -1.0840
H -0.5221 0.0632 -2.0721
H -1.5379 -0.8154 0.6967
H -2.4149 0.4372 -0.3349


# C5H12NS2

A gas-phase ion, C5H12NS2 (charge -1) at a distorted geometry (the ωB97M-V functional and the def2-TZVPD basis, the OMol25 dataset).

Output
Total charge: -1
Energy above the lowest of the compared OMol25 structures with the same formula, charge and spin: 242.9 kJ/mol
LUMO: 2.920 eV
HOMO level: -2.367 eV
Gap between HOMO and LUMO: 5.29 eV
SMILES: [S-]CCCNCCS

CARTESIAN COORDINATES (ANGSTROEM)
S 2.7083 -1.9966 1.0291
C 1.6320 -1.4451 -0.4502
C 0.2168 -2.0740 -0.6026
C -0.9555 -0.9518 -0.6297
N -1.2982 -0.1288 0.5188
C -1.0822 1.2796 0.0228
C 0.2179 1.8149 0.3272
S 0.0194 3.1039 1.6833
H 2.2076 -1.1362 -1.3988
H 1.5401 -0.3665 0.0023
H 0.1971 -2.5526 -1.6006
H -0.0282 -2.6773 0.2085
H -0.7060 -0.3663 -1.6348
H -1.9450 -1.4600 -0.9714
H -0.7628 -0.2799 1.2752
H -1.3731 1.2659 -1.1387
H -1.9776 1.8724 0.3847
H 1.1078 1.2145 0.6445
H 0.6343 2.4320 -0.5042
H -0.3526 2.4519 2.8344


# C2H2FLiNaO

A molecular structure, C2H2FLiNaO at a distorted geometry (the ωB97M-V functional and the def2-TZVPD basis, the OMol25 dataset).

Output
Total charge: +1
LUMO: -3.825 eV
HOMO level: -12.372 eV
Gap between HOMO and LUMO: 8.55 eV

CARTESIAN COORDINATES (ANGSTROEM)
H 0.4129 0.8495 1.7996
C -0.2765 -0.5987 -0.8183
C -0.5096 0.2072 0.2145
O 0.6616 0.4962 0.9376
Na -2.6232 1.3586 0.2952
Li 2.2127 -0.2967 0.2377
F 1.0536 -1.0932 -1.0463
H -0.9315 -0.9228 -1.6201


# CHBrCl2

A molecular structure, CHBrCl2 at a distorted geometry (the ωB97M-V functional and the def2-TZVPD basis, the OMol25 dataset).

Output
Spin multiplicity: 3
Energy above the lowest of the compared OMol25 structures with the same formula, charge and spin: 172.7 kJ/mol
LUMO (alpha / beta): 0.480 / -1.560 eV
HOMO level (alpha / beta): -8.795 / -10.853 eV
⟨S²⟩: 2.005
Gap between HOMO and LUMO (alpha / beta): 9.28 / 9.29 eV

CARTESIAN COORDINATES (ANGSTROEM)
C 0.2092 0.0172 -0.1350
Cl 0.4936 0.9970 1.2360
Cl 0.3935 0.7742 -1.6488
Br 1.0607 -1.6712 -0.1613
H -2.1570 -0.1173 0.7090


# C3H7N2P

A molecular structure, C3H7N2P at a distorted geometry (the ωB97M-V functional and the def2-TZVPD basis, the OMol25 dataset).

Output
Energy above the lowest of the compared OMol25 structures with the same formula, charge and spin: 238.7 kJ/mol
LUMO (alpha / beta): -0.082 / -0.082 eV
HOMO level (alpha / beta): -8.742 / -8.741 eV
Gap between HOMO and LUMO (alpha / beta): 8.66 / 8.66 eV

CARTESIAN COORDINATES (ANGSTROEM)
C 1.1505 -0.7520 -0.5626
C 0.1413 -1.3680 0.0535
C 1.2484 0.7270 -0.3479
N 0.0022 1.2079 0.2700
N -0.8328 -0.5418 0.7413
P -1.9623 0.0558 -0.4170
H 1.9278 -1.3857 -0.9586
H 0.0775 -2.4477 0.4367
H 2.0838 0.9593 0.3077
H 1.4098 1.4454 -1.1680
H 0.2938 1.6662 1.1714
H -2.4780 1.2859 0.2759
H -3.0620 -0.8523 0.1975